{"formula": "C5H10NO", "method": "ωB97M-V/def2-TZVPD", "species": ["C", "O", "C", "C", "C", "C", "N", "H", "H", "H", "H", "H", "H", "H", "H", "H", "H"], "coordinates": [[-0.7179, 1.8444, 1.5706], [-1.8020, 2.5101, 1.9522], [-0.6857, 1.3221, 0.0515], [0.2834, 0.1559, -0.0224], [0.3464, -0.5685, -1.3550], [0.9107, -2.7137, -0.6513], [1.2903, -1.7182, -1.3306], [0.2899, 2.3501, 1.7014], [-0.6533, 0.8993, 2.1817], [-0.4892, 2.1649, -0.6022], [-1.7225, 0.9750, -0.0416], [0.1142, -0.5058, 0.8234], [1.3010, 0.5655, 0.1257], [0.5165, 0.0978, -2.1964], [-0.6225, -1.0736, -1.5237], [-0.0104, -2.7920, -0.0789], [1.6509, -3.5132, -0.6044]], "mulliken_charge": [-0.4676, -0.8680, -0.4209, -0.4730, -0.5028, -0.3252, -0.5034, 0.1591, 0.1667, 0.2976, 0.2514, 0.2784, 0.1627, 0.3254, 0.3432, 0.3046, 0.2717], "smiles": "C=NCCCC[O-]", "charge": -1, "gap_ha": 0.210, "lumo_ha": 0.130, "relative_energy_kcal_mol": 22.6, "homo_ev": -2.18}